The following is a quantum chemistry calculation of a structure of composition C12H28AgF2N4O4, from the Open Molecules 2025 dataset.

Results
- ΔE to the lowest compared entry with this formula, charge and spin: 12.8 kcal/mol
- Total charge: -1

Structure (XYZ):
```
51
C12H28AgF2N4O4, DFT the ωB97M-V functional and the def2-TZVPD basis
Ag 0.492 -1.101 -1.089
F 2.563 -2.155 -1.490
F -0.286 -1.730 -3.212
C 1.655 2.948 0.909
O 1.357 4.120 0.729
N 1.020 2.121 1.767
C 1.545 0.806 2.067
C -0.100 2.570 2.554
H 2.463 2.426 0.386
H 1.391 0.591 3.126
H 2.575 0.710 1.734
H 0.979 0.025 1.542
H -0.798 1.750 2.713
H 0.240 2.998 3.504
H -0.606 3.374 2.019
C -2.284 0.955 -0.229
O -1.440 0.099 -0.077
N -3.609 0.716 -0.360
C -4.580 1.771 -0.342
C -4.086 -0.639 -0.417
H -2.051 2.036 -0.267
H -5.288 1.583 0.475
H -5.181 1.730 -1.255
H -4.101 2.732 -0.185
H -4.397 -1.051 0.552
H -4.941 -0.709 -1.092
H -3.286 -1.276 -0.796
C -0.819 -3.662 1.092
O -0.231 -2.989 0.290
N -0.278 -4.097 2.265
C -1.128 -4.601 3.317
C 1.088 -3.833 2.607
H -1.850 -4.028 0.933
H -1.480 -3.774 3.951
H -0.583 -5.291 3.960
H -2.016 -5.101 2.932
H 1.220 -3.010 3.316
H 1.514 -4.744 3.040
H 1.671 -3.625 1.709
C 2.084 0.777 -2.653
O 1.578 1.055 -1.579
N 2.792 1.656 -3.409
C 3.302 1.257 -4.695
C 2.882 3.045 -3.070
H 1.979 -0.218 -3.110
H 4.232 1.788 -4.916
H 2.613 1.555 -5.500
H 3.472 0.187 -4.752
H 2.230 3.305 -2.242
H 3.906 3.325 -2.803
H 2.574 3.623 -3.950
```

The following is a quantum chemistry calculation of a structure of composition C43H45AlN4O2S, from the Open Molecules 2025 dataset.

Results
- ΔE to the lowest compared entry with this formula, charge and spin: 22.7 kcal/mol
- Total charge: -2

Structure (XYZ):
```
96
C43H45AlN4O2S, DFT the ωB97M-V functional and the def2-TZVPD basis
Al -0.599 -0.755 0.494
O 0.427 -4.450 -1.974
S 0.867 -3.255 -1.238
O 0.288 -3.488 0.212
N -0.049 0.808 1.475
C 0.389 1.782 0.794
C 1.354 2.783 1.382
C 1.356 4.080 1.114
C 0.440 4.996 -1.392
C -0.888 4.326 -1.555
C -1.897 4.781 -2.467
C -3.063 4.148 -2.604
C -3.216 2.881 -1.956
N -2.293 2.332 -1.264
C -1.046 2.897 -0.944
C 2.655 -3.577 -0.918
C 3.445 -2.558 -0.415
C 4.755 -2.852 -0.208
C 5.207 -4.151 -0.335
C 4.359 -5.216 -0.647
C 3.093 -4.894 -1.068
H 2.181 2.454 1.994
H 2.123 4.746 1.608
H 0.353 6.100 -1.508
H -1.551 5.624 -3.044
H -3.873 4.504 -3.248
H -4.010 2.208 -2.182
H 3.059 -1.566 -0.297
H 5.576 -2.171 0.059
H 6.215 -4.293 0.031
H 4.680 -6.273 -0.760
H 2.420 -5.727 -1.398
C -2.110 3.640 2.175
C -2.273 4.352 0.785
C -2.524 5.823 0.996
C -1.079 4.046 -0.047
C 0.296 4.746 0.200
C 1.631 4.508 -2.083
C 1.991 3.150 -2.118
C 1.433 2.000 -1.667
C 2.362 0.762 -1.590
C 2.840 0.206 -2.947
C 3.604 1.054 -0.770
C 0.169 1.850 -0.792
N -0.403 0.540 -1.023
C -1.102 0.142 -2.038
C -1.904 -1.045 -1.910
C -2.755 -1.797 -2.732
C -3.385 -2.682 -1.882
C -3.003 -2.443 -0.556
N -2.042 -1.498 -0.577
C -3.478 -3.182 0.650
C -4.929 -3.651 0.398
C -2.602 -4.396 0.941
C -3.505 -2.306 1.914
H -3.023 3.704 2.811
H -1.415 4.131 2.817
H -1.878 2.562 2.207
H -3.152 3.816 0.306
H -1.903 6.142 1.843
H -3.573 6.012 1.377
H -2.437 6.443 0.085
H 0.015 5.699 0.654
H 2.286 5.186 -2.548
H 2.991 3.156 -2.673
H 1.862 -0.152 -1.111
H 3.519 0.956 -3.471
H 2.026 0.095 -3.661
H 3.295 -0.715 -2.928
H 4.170 1.962 -1.100
H 4.422 0.266 -0.680
H 3.260 1.316 0.207
H -1.168 0.746 -2.896
H -2.818 -1.818 -3.788
H -3.965 -3.525 -2.281
H -4.976 -4.458 -0.417
H -5.665 -2.906 0.097
H -5.371 -4.043 1.288
H -2.554 -5.041 0.077
H -3.033 -4.873 1.814
H -1.628 -4.071 1.289
H -4.144 -1.397 1.732
H -2.454 -1.990 2.145
H -3.981 -2.841 2.760
C 0.348 -2.229 1.060
C 1.081 -2.616 2.264
C 1.348 -3.942 2.638
C 2.050 -4.183 3.795
C 2.566 -3.174 4.605
C 2.212 -1.845 4.268
C 1.493 -1.590 3.158
H 0.930 -4.706 2.055
H 2.171 -5.232 4.007
H 3.259 -3.395 5.450
H 2.678 -0.940 4.778
H 1.168 -0.554 2.903
```

The following is a quantum chemistry calculation of a cluster of 2 separate species, C10H13O2 in total, from the Open Molecules 2025 dataset.

Results
- ΔE to the lowest compared entry with this formula, charge and spin: 27.1 kcal/mol
- Total charge: -1

Structure (XYZ):
```
25
C10H13O2, DFT the ωB97M-V functional and the def2-TZVPD basis
C 0.106 2.659 -0.924
C 1.071 3.455 -1.839
C -0.039 3.389 0.516
O 0.621 4.400 0.772
O -0.969 2.837 1.164
H -0.878 2.445 -1.313
H 0.647 1.741 -0.669
H 2.032 2.920 -1.900
H 1.427 4.301 -1.239
H 0.701 3.684 -2.834
C 1.518 -2.267 1.762
C -0.158 -1.007 0.496
C 0.345 -2.274 0.815
C -1.353 -0.857 -0.161
C -2.180 -1.981 -0.298
C -0.304 -3.389 0.316
C -1.642 -3.241 -0.116
H 0.379 -0.070 0.610
H -1.610 0.111 -0.573
H 2.373 -1.704 1.383
H 1.897 -3.236 2.081
H -3.221 -1.780 -0.524
H 0.262 -4.270 0.032
H -2.265 -4.117 -0.242
H 1.240 -1.749 2.686
```

The following is a quantum chemistry calculation of an isolated molecule of C2H6N2S, from the Open Molecules 2025 dataset.

Results
- ΔE to the lowest compared entry with this formula, charge and spin: 74.7 kcal/mol
- SMILES: NN1C[C@@H]1S

Structure (XYZ):
```
11
C2H6N2S, DFT the ωB97M-V functional and the def2-TZVPD basis
C -0.284 1.177 -0.545
C 0.758 0.370 0.130
N -0.532 -0.291 -0.646
N -1.518 -0.915 0.226
S 2.460 -0.005 -0.191
H -1.017 1.754 0.055
H -0.052 1.646 -1.474
H 0.646 0.108 1.112
H -0.980 -1.352 1.001
H -2.022 -1.516 -0.364
H 2.540 -0.976 0.695
```

The following is a quantum chemistry calculation of a cluster of 3 separate species, C4H12N2O2 in total, from the Open Molecules 2025 dataset.

Results
- ΔE to the lowest compared entry with this formula, charge and spin: 180.8 kcal/mol

Structure (XYZ):
```
20
C4H12N2O2, DFT the ωB97M-V functional and the def2-TZVPD basis
C -1.186 -1.407 0.119
C -2.440 -0.965 0.483
C -3.224 0.166 0.185
O 2.093 1.343 0.762
N -0.006 -0.588 -0.340
C -0.352 0.704 -0.898
N 0.913 1.089 -1.665
H 2.553 2.077 0.598
H -0.936 -2.404 0.247
H -2.868 -1.564 1.236
H -3.089 0.939 -0.582
H -4.168 0.175 0.718
H 0.569 -0.447 0.497
H -0.570 1.520 -0.033
H -1.194 0.640 -1.597
H 1.524 1.194 -0.789
H 0.820 1.990 -2.039
H 3.500 -1.328 1.320
H 2.634 0.331 0.899
O 2.669 -1.045 1.017
```

The following is a quantum chemistry calculation of an isolated molecule of C8H19INP, from the Open Molecules 2025 dataset.

Results
- ΔE to the lowest compared entry with this formula, charge and spin: 35.5 kcal/mol

Structure (XYZ):
```
30
C8H19INP, DFT the ωB97M-V functional and the def2-TZVPD basis
C 0.004 -1.851 1.345
C -0.207 -2.723 -0.982
C 1.949 -1.647 -0.290
C 1.677 1.860 -0.577
C -0.771 2.664 -0.542
C 0.181 1.412 1.405
C 0.403 -1.625 -0.137
C 0.254 1.571 -0.063
N -4.708 0.312 -0.571
P -0.225 0.000 -1.000
I -2.920 0.007 0.238
H -0.827 -2.511 1.339
H 0.838 -2.335 1.866
H -0.312 -1.038 1.978
H 0.089 -3.690 -0.685
H 0.114 -2.381 -2.004
H -1.261 -2.786 -0.849
H 2.431 -0.972 0.299
H 2.168 -2.633 -0.090
H 2.263 -1.448 -1.291
H 1.717 2.000 -1.602
H 2.058 2.690 -0.079
H 2.351 1.072 -0.281
H -1.800 2.555 -0.437
H -0.660 2.616 -1.641
H -0.511 3.678 -0.043
H -0.616 0.625 1.709
H 1.068 0.988 1.732
H 0.126 2.299 1.934
H -4.872 1.290 -0.681
```

- What is the formula in the first record?
  C12H28AgF2N4O4

- The lowest ΔE to the lowest compared entry with this formula, charge and spin belongs to which entry?
  C12H28AgF2N4O4

- Which value of ΔE to the lowest compared entry with this formula, charge and spin does entry 5 give?
  180.8 kcal/mol

- What is the ΔE to the lowest compared entry with this formula, charge and spin in the second record?
  22.7 kcal/mol